[1]
The following is a DFT calculation (the ωB97M-V functional and the def2-TZVPD basis) of a molecular structure, C20H21F18N10O12S6Zn.

Structure (XYZ):
```
88
Properties=species:S:1:pos:R:3:mulliken_charge:R:1
Zn 1.9855 1.7153 -0.2634 0.661
C -1.4262 -6.8707 -0.0887 0.607
F -2.3302 -6.7396 -1.0604 -0.216
F -0.6178 -7.8925 -0.2736 -0.228
F -0.7480 -5.7327 -0.0375 -0.156
S -2.4113 -7.0947 1.5269 0.968
O -3.0013 -5.8062 1.8066 -0.565
O -3.3878 -8.1266 1.2825 -0.619
N -1.2375 -7.7292 2.6388 -0.580
S -0.5717 -6.5973 3.4992 1.052
O 0.4215 -7.0551 4.4429 -0.697
O -0.3206 -5.3933 2.7453 -0.495
C -1.9891 -6.0324 4.7624 0.639
F -1.4886 -6.1268 5.9984 -0.247
F -2.2996 -4.7343 4.5667 -0.245
F -3.0850 -6.7624 4.6711 -0.236
C -0.1423 -1.3850 0.4820 0.651
F -1.3555 -0.8872 0.4876 -0.144
F 0.6863 -0.8693 1.3949 -0.231
F -0.1814 -2.6831 0.6722 -0.092
S 0.6562 -1.0254 -1.1711 0.475
O 2.0493 -1.3602 -1.1288 -0.660
O -0.0471 -1.7369 -2.2188 -0.550
N 0.5583 0.7180 -1.1933 0.603
S -0.6466 1.1369 -2.1756 0.509
O -0.0890 1.1439 -3.5113 -0.579
O -1.9003 0.4695 -1.9175 -0.279
C -1.0409 2.9008 -1.6589 0.110
F -0.9428 3.0830 -0.3530 -0.007
F -0.1704 3.6740 -2.2862 -0.166
F -2.2484 3.2102 -2.1035 -0.151
C 5.0170 4.1661 -1.7662 0.672
F 5.6561 5.2719 -2.1930 -0.247
F 5.0744 3.3283 -2.7845 -0.192
F 5.6677 3.7470 -0.6920 -0.221
S 3.1824 4.5320 -1.4108 0.900
O 3.1822 5.9610 -1.2148 -0.503
O 2.4363 4.0164 -2.5314 -0.541
N 2.7718 3.4810 -0.0111 0.033
S 3.1690 4.2954 1.3394 0.659
O 3.2672 3.4409 2.5142 -0.526
O 4.2770 5.2090 1.2201 -0.550
C 1.6144 5.3708 1.7083 0.690
F 0.5112 4.6171 1.5490 -0.229
F 1.7378 5.8102 2.9454 -0.207
F 1.4144 6.3822 0.8741 -0.205
C -4.2305 1.7315 0.6004 -0.361
C -4.8300 1.6154 -0.7178 0.456
N -5.2799 1.6149 -1.7732 -0.478
H -5.0505 1.9598 1.2852 0.401
H -3.4121 2.4344 0.7150 -0.179
H -3.8597 0.7817 0.9904 0.172
C -3.1091 5.1622 0.3440 -0.276
C -3.6445 6.4837 0.5907 0.050
N -4.0985 7.5159 0.8039 -0.410
H -3.8626 4.5510 -0.1513 0.197
H -2.7375 4.5733 1.1783 0.311
H -2.2830 5.4137 -0.3259 0.129
C 0.1653 1.8386 4.5564 -1.235
C 0.5753 1.7812 3.1596 0.259
N 0.9021 1.7396 2.0651 -0.022
H -0.5155 1.0891 4.9519 0.336
H -0.2864 2.8155 4.7253 0.367
H 1.1139 1.6997 5.0813 0.347
C 4.6874 -0.8746 -2.7719 -0.985
C 4.0614 0.2929 -2.2201 0.555
N 3.5027 1.2003 -1.7960 -0.333
H 3.8657 -1.4859 -3.1526 0.263
H 5.2552 -1.4063 -2.0099 0.323
H 5.3581 -0.6182 -3.5905 0.340
C -3.1585 -2.2847 -2.3217 -0.348
C -2.9996 -2.0344 -3.7713 0.461
N -2.9346 -1.7957 -4.8922 -0.506
H -3.4513 -3.3249 -2.1444 0.360
H -3.9927 -1.7998 -1.8181 0.296
H -2.2324 -2.1726 -1.7736 -0.206
C 0.1305 -0.3175 -6.1366 -0.576
C 1.4515 -0.8050 -5.6516 0.448
N 2.4714 -1.1750 -5.2745 -0.482
H -0.2854 -1.1138 -6.7531 0.321
H 0.2638 0.6113 -6.6835 0.298
H -0.5805 -0.1785 -5.3280 0.023
C 1.7861 -2.8758 3.2401 -0.556
C 2.1148 -1.6411 3.9860 0.361
N 2.3401 -0.6656 4.5495 -0.499
H 0.7355 -2.7914 2.9810 0.054
H 1.9780 -3.7764 3.8153 0.432
H 2.4197 -2.8082 2.3561 0.229
```

Values from the calculation:
HOMO	-7.496	eV
2S+1	1
frontier orbital gap	8.258	eV
energy above the lowest of the compared OMol25 structures with the same formula, charge and spin	0.00	kcal per mole
total charge	-1


[2]
The following is a DFT calculation (the ωB97M-V functional and the def2-TZVPD basis) of 4 unconnected molecules or ions with the total composition C20H21F24N2O5.

Structure (XYZ):
```
72
Properties=species:S:1:pos:R:3:mulliken_charge:R:1
C -2.2966 -2.1356 -1.5439 -1.221
C -3.2129 -1.4744 -2.5180 1.301
N -3.0350 -1.7286 -3.7500 -0.816
C -4.2810 -0.5019 -2.0059 -1.132
N -5.6485 -0.8047 -2.3706 -0.299
C -6.3096 -1.8105 -1.5440 -0.384
C -6.5276 -3.1682 -2.2288 0.622
O -7.1003 -4.0607 -1.5363 -0.807
O -6.1395 -3.2546 -3.4046 -0.700
H -2.7729 -3.0310 -1.1590 0.287
H -1.3720 -2.4123 -2.0306 0.416
H -2.0336 -1.4616 -0.7334 0.191
H -3.7224 -1.2191 -4.3113 0.284
H -4.0397 0.4676 -2.4113 0.285
H -4.1962 -0.4698 -0.9256 0.349
H -5.7480 -1.0297 -3.3523 0.298
H -7.3048 -1.4412 -1.2900 0.322
H -5.8003 -1.9141 -0.5935 0.041
C 0.3626 3.5081 -0.6972 -0.491
C -0.4633 2.3618 -1.3052 1.002
C -1.5613 2.7061 -2.3162 0.031
F -2.4950 3.5344 -1.8054 -0.252
F -2.1706 1.5575 -2.6741 -0.167
F -0.9640 1.5999 -0.3116 -0.259
F 0.4254 1.5795 -1.9882 -0.300
O -0.0061 4.0068 0.5854 -0.475
C -0.9833 4.9604 0.7498 0.794
C -2.2170 4.4260 1.4878 0.188
F -2.7148 3.3306 0.8935 -0.169
F -3.1776 5.3817 1.4891 -0.271
F -1.3044 5.5483 -0.4200 -0.302
F -0.4528 5.9266 1.5377 -0.308
H 1.3403 3.0787 -0.5219 0.024
H 0.5237 4.3167 -1.4101 0.391
H -1.1331 3.1665 -3.2120 0.278
H -1.9565 4.1761 2.5189 0.221
C 0.3172 -3.4942 4.4032 -0.774
C 1.3315 -3.5201 3.2459 0.933
C 1.6674 -2.1941 2.5538 0.117
F 0.5890 -1.5990 2.0178 -0.176
F 2.5468 -2.4357 1.5503 -0.272
F 0.9616 -4.4466 2.3405 -0.263
F 2.5106 -3.9496 3.7906 -0.336
O -1.0377 -3.8321 4.1540 -0.406
C -1.9459 -2.9004 3.6882 0.798
C -2.4403 -3.2083 2.2707 0.238
F -1.4095 -3.3631 1.4182 -0.175
F -3.2021 -2.1815 1.8403 -0.264
F -1.4559 -1.6471 3.8000 -0.270
F -3.0208 -2.9694 4.5020 -0.305
H 0.6508 -4.2867 5.0716 0.407
H 0.3957 -2.5720 4.9797 0.339
H 2.1390 -1.5066 3.2629 0.193
H -3.0363 -4.1238 2.2650 0.213
C 6.3168 0.4547 0.4958 -0.766
C 7.2904 0.3500 -0.6905 0.891
C 7.8567 1.6498 -1.2702 0.085
F 6.8959 2.4820 -1.7138 -0.204
F 8.6562 1.3483 -2.3212 -0.270
F 6.7376 -0.4005 -1.6647 -0.263
F 8.3744 -0.3388 -0.2279 -0.330
O 4.9187 0.3978 0.2556 -0.317
C 4.1887 1.5108 -0.0969 0.702
C 3.6269 1.4245 -1.5195 0.248
F 4.5919 1.1821 -2.4245 -0.227
F 3.0442 2.6102 -1.8343 -0.256
F 4.8885 2.6471 0.1084 -0.322
F 3.1231 1.5569 0.7332 -0.240
H 6.5038 -0.4454 1.0793 0.392
H 6.5737 1.2874 1.1510 0.322
H 8.4595 2.1685 -0.5190 0.276
H 2.8806 0.6299 -1.5866 0.307
```

Values from the calculation:
HOMO	-3.794	eV
2S+1	1
frontier orbital gap	5.322	eV
total charge	-1